*P*
Below is C3H7N3 in the gas phase, with properties calculated with wB97M-V/def2-TZVPD.

```
13
C3H7N3, DFT wB97M-V/def2-TZVPD
C -0.8220 -0.6456 -1.2585
C -0.9066 -0.8669 0.2281
N -0.0331 -1.7558 0.8689
N 0.9137 -0.9240 1.1332
N 0.3104 0.2372 0.9352
C 1.0773 1.4250 0.6509
H -1.3034 0.2950 -1.5291
H -1.3562 -1.4552 -1.7613
H 0.2117 -0.6365 -1.5987
H -1.9303 -0.8595 0.6113
H 1.1273 1.6064 -0.4295
H 0.6155 2.2903 1.1290
H 2.0957 1.2896 1.0205
```

Highest occupied orbital energy = -8.925 eV
Net charge = 0
Molecular weight = 85.1 Da
Kohn-Sham gap = 9.9 eV
SMILES string = C[C@H]1N=NN1C

=====

*Q*
Below is C3H7N3 in the gas phase, with properties calculated with wB97M-V/def2-TZVPD.

```
13
C3H7N3, DFT wB97M-V/def2-TZVPD
C 1.6084 0.4761 -0.4036
C 0.6061 -0.2029 0.5208
N -0.3610 -1.1838 -0.2657
N -0.3722 0.6812 1.0031
C -1.5319 0.5182 0.5713
N -2.5966 1.0172 0.2149
H 1.0945 0.9441 -1.2425
H 2.1247 1.2589 0.1505
H 2.3371 -0.2447 -0.7721
H 1.0937 -0.7443 1.3423
H -0.5558 -0.9456 -1.2348
H 0.0276 -2.1202 -0.2290
H -3.4748 0.5460 0.3449
```

Highest occupied orbital energy = -9.286 eV
Net charge = 0
Molecular weight = 85.1 Da
Kohn-Sham gap = 10.1 eV
SMILES string = C[C@H](N)N=C=N

=====

*R*
Below is C3H7N3 in the gas phase, with properties calculated with wB97M-V/def2-TZVPD.

```
13
C3H7N3, DFT wB97M-V/def2-TZVPD
C -1.6096 0.3526 -0.2196
C -0.8730 -1.0031 0.0144
C 1.5665 0.7797 -0.3908
N -1.0752 1.3967 0.1273
N 0.2424 -0.7149 0.9421
N 0.7635 0.4778 0.7568
H -2.4720 0.0374 -0.7974
H -1.4002 -1.7215 0.7169
H -0.4311 -1.5665 -0.8947
H 2.4857 0.1776 -0.2909
H 1.0380 0.6016 -1.4345
H 1.9828 1.7327 -0.3503
H -0.2178 -0.5501 1.8205
```

Highest occupied orbital energy (alpha / beta) = -8.545 / -8.547 eV
Net charge = 0
Molecular weight = 85.1 Da
Kohn-Sham gap (alpha / beta) = 8.9 / 8.9 eV

=====

The energy of each structure relative to the most stable one, in kcal/mol, is as follows: *P* 43.6; *Q* 0.0; *R* 70.8.

=====

*P*
Below is C6H12OS in the gas phase, with properties calculated with wB97M-V/def2-TZVPD.

```
20
C6H12OS, DFT wB97M-V/def2-TZVPD
O -0.2527 -1.0660 0.9454
C 0.1669 -0.1137 -0.0023
C 0.4385 1.2656 0.6022
S -0.8935 1.9543 1.6159
C -0.7176 -0.1444 -1.2044
C -0.4189 -1.5093 -1.8755
C 1.0748 -1.8257 -1.5375
C 1.4915 -0.7258 -0.5136
H -0.9750 -0.6026 1.4067
H 1.3622 1.1350 1.1865
H 0.6349 2.0017 -0.1850
H -0.2706 1.8383 2.7869
H -1.7824 0.0669 -1.0054
H -0.3540 0.6250 -1.8941
H -0.5463 -1.4635 -2.9426
H -1.0485 -2.2982 -1.4685
H 1.7569 -1.8452 -2.4022
H 1.1697 -2.7987 -1.0517
H 2.0966 0.0415 -0.9860
H 2.0631 -1.1211 0.3241
```

Highest occupied orbital energy = -9.462 eV
Net charge = 0
Molecular weight = 132.2 Da
Kohn-Sham gap = 10.2 eV
SMILES string = OC1(CS)CCCC1

=====

*Q*
Below is 2 unconnected molecules or ions with the total composition C6H12OS, with properties calculated with wB97M-V/def2-TZVPD.

```
20
C6H12OS, DFT wB97M-V/def2-TZVPD
C 0.7267 -0.1282 -1.0764
C -1.3018 -0.5824 0.6998
C 0.0800 1.5205 0.5658
C -1.5085 1.0734 -1.1640
C 1.6119 -1.9326 -0.0042
C -0.4405 0.3673 -0.2167
O 1.1327 0.1295 -2.1646
S 2.3683 -1.5883 1.5688
H -1.9194 -1.1728 0.0428
H -1.9396 0.0826 1.3234
H -0.7618 -1.3255 1.3408
H 0.4953 2.3041 -0.1785
H -0.7661 1.9714 1.1369
H 0.8892 1.2799 1.2627
H -1.0072 1.6674 -1.8921
H -2.0469 1.7163 -0.4803
H -2.1977 0.3965 -1.5640
H 2.1985 -2.2247 -0.7936
H 0.7433 -2.4554 0.2383
H 3.6436 -1.0991 1.3549
```

Highest occupied orbital energy = -7.399 eV
Net charge = 0
Molecular weight = 132.2 Da
Kohn-Sham gap = 8.1 eV

=====

The energy of each structure relative to the most stable one, in kcal/mol, is as follows: *P* 0.0; *Q* 71.4.

=====

*P*
Below is 2 unconnected molecules or ions with the total composition C5H14, with properties calculated with wB97M-V/def2-TZVPD.

```
19
C5H14, DFT wB97M-V/def2-TZVPD
C -1.1278 -0.3933 0.9478
C -0.6786 -1.7809 1.0683
C -0.9695 0.6702 2.0941
H -2.3149 -0.5413 0.9063
H -0.5888 0.0370 -0.0219
H 0.3607 -1.8737 1.0412
H -1.0200 -2.2895 1.9586
H -1.8455 0.6189 2.8239
H -0.6700 1.7502 1.6980
H -0.9658 -2.4515 0.2809
H 0.0966 0.5095 2.5263
C 0.5563 0.3974 -1.9977
C 2.0265 1.0196 -1.8263
H 0.6518 -0.6285 -1.5680
H -0.1770 0.8731 -1.2550
H 0.1158 0.3044 -2.9926
H 1.8185 1.7607 -2.6219
H 1.9541 1.6897 -0.8533
H 2.7774 0.3280 -2.2089
```

Highest occupied orbital energy (alpha / beta) = 1.406 / -6.754 eV
2S+1 = 2
Net charge = -1
Expectation value of S² = 0.750
Molecular weight = 74.2 Da
Kohn-Sham gap (alpha / beta) = 2.8 / 10.9 eV

=====

*Q*
Below is 2 unconnected molecules or ions with the total composition C5H14, with properties calculated with wB97M-V/def2-TZVPD.

```
19
C5H14, DFT wB97M-V/def2-TZVPD
C 0.0299 -0.2324 1.2020
C 0.7821 -0.1342 2.5177
C -1.1254 -1.2508 1.3368
H 0.6844 -0.5461 0.3888
H -0.4283 0.7178 0.9372
H 0.9128 -1.0740 3.0507
H 1.7767 0.3129 2.4660
H -0.8504 -1.9920 2.0941
H -1.2661 -1.8787 0.4585
H 0.1631 0.4271 3.2201
H -2.0074 -0.7524 1.7429
C -0.4790 0.7445 -2.0368
C 0.8074 0.8441 -2.8614
H -0.7393 -0.3183 -1.9601
H -0.4198 1.1794 -1.0447
H -1.3632 1.2135 -2.4854
H 1.4684 0.0341 -2.5349
H 0.5761 0.5640 -3.8921
H 1.3577 1.7677 -2.7110
```

Highest occupied orbital energy (alpha / beta) = 1.527 / -7.774 eV
2S+1 = 2
Net charge = -1
Expectation value of S² = 0.750
Molecular weight = 74.2 Da
Kohn-Sham gap (alpha / beta) = 2.7 / 12.2 eV

=====

The energy of each structure relative to the most stable one, in kcal/mol, is as follows: *P* 46.1; *Q* 0.0.

=====

*P*
Below is C2H4IN in the gas phase, with properties calculated with wB97M-V/def2-TZVPD.

```
8
C2H4IN, DFT wB97M-V/def2-TZVPD
H 1.8325 -1.3432 -0.8270
N 1.3379 -0.6631 -0.3487
C 0.1199 -0.5937 -0.1239
C -0.4431 0.6022 0.5291
I -1.6628 1.5370 -0.9744
H -0.5057 -1.3192 -0.4817
H 0.3102 1.4370 0.8097
H -0.9889 0.3430 1.4168
```

Highest occupied orbital energy = -9.545 eV
Net charge = 0
Molecular weight = 169.0 Da
Kohn-Sham gap = 9.8 eV
SMILES string = [H]/N=C/CI

=====

*Q*
Below is C2H4IN in the gas phase, with properties calculated with wB97M-V/def2-TZVPD.

```
8
C2H4IN, DFT wB97M-V/def2-TZVPD
C -1.3578 0.2074 -0.0721
C -0.0349 0.3368 0.0807
N 0.9856 -0.5985 -0.0070
I 2.9291 -0.0053 0.1105
H -1.6827 -0.7420 -0.3523
H -1.8825 0.9805 0.4782
H 0.2558 1.3578 0.3347
H 0.7874 -1.5367 -0.5726
```

Highest occupied orbital energy = -8.178 eV
Net charge = 0
Molecular weight = 169.0 Da
Kohn-Sham gap = 7.8 eV
SMILES string = C=CNI

=====

The energy of each structure relative to the most stable one, in kcal/mol, is as follows: *P* 0.0; *Q* 22.1.

=====

*P*
Below is C10H14O3S2 in the gas phase, with properties calculated with wB97M-V/def2-TZVPD.

```
29
C10H14O3S2, DFT wB97M-V/def2-TZVPD
C -1.0459 -1.8728 -0.0543
C -0.1854 -1.9607 0.7649
C 0.6158 0.8547 0.3828
C 1.4326 0.2771 1.1846
C -2.9324 -3.4488 -0.5304
C -0.2145 2.8464 -0.8019
C -2.2356 -2.0771 -0.8670
C 0.7148 -1.9433 1.9284
C -0.0737 1.3774 -0.5966
C 1.2213 -0.5509 2.3669
O 2.5419 3.0215 0.5191
O 2.9266 -0.3975 -1.0898
O 4.1262 -0.5032 1.0471
S 3.7542 2.3122 0.0137
S 3.0633 0.0739 0.3017
H -3.3594 -3.6447 0.4750
H -2.2235 -4.2332 -0.8750
H -3.7908 -3.4514 -1.0526
H 0.3515 3.1036 -1.6804
H 0.1523 3.4298 0.0456
H -1.2495 3.1141 -1.0419
H -1.9801 -2.2001 -1.9454
H -2.7980 -1.2851 -0.5008
H 0.2776 -2.3324 2.8205
H 1.6652 -2.5367 1.5707
H 3.4015 2.2974 -1.3797
H -0.6079 0.7129 -1.2476
H 2.2278 -0.6459 2.8259
H 0.4740 -0.1403 2.9168
```

Highest occupied orbital energy = -8.845 eV
Net charge = 0
Molecular weight = 246.4 Da
Kohn-Sham gap = 8.5 eV

=====

*Q*
Below is 2 unconnected molecules or ions with the total composition C10H14O3S2, with properties calculated with wB97M-V/def2-TZVPD.

```
29
C10H14O3S2, DFT wB97M-V/def2-TZVPD
C -3.8787 0.1824 -1.0174
C -3.4827 0.8111 0.1477
C -3.1981 -0.8940 -1.5750
C -2.2905 0.3328 0.7682
C -2.1116 -1.4273 -1.0086
C -1.7156 -0.8738 0.2149
C 0.4563 2.1002 -1.6460
C 3.0541 -1.3748 0.7732
C -0.5488 -1.4707 0.7259
C 0.9083 0.2088 0.3542
O 1.7987 -1.5503 -1.5433
O 2.8496 0.6333 -1.1711
O -0.1271 -2.6811 0.3894
S 0.3043 1.8181 0.1557
S 2.2133 -0.5227 -0.6198
H -4.7835 0.6344 -1.4990
H -3.9452 1.6775 0.5475
H -3.6985 -1.3734 -2.3848
H -1.9313 0.6885 1.7219
H -1.6193 -2.2950 -1.3530
H -0.2109 2.9667 -1.6843
H 0.0053 1.2279 -2.1141
H 1.4116 2.2941 -2.0600
H 3.3626 -0.5359 1.3318
H 2.2251 -1.9121 1.2080
H 3.7100 -2.1343 0.4634
H -0.3762 -1.3132 1.7324
H 1.1806 0.1204 1.3662
H -0.0778 -2.9390 -0.5756
```

Highest occupied orbital energy (alpha / beta) = -7.483 / -7.482 eV
Net charge = 0
Molecular weight = 246.4 Da
Kohn-Sham gap (alpha / beta) = 7.7 / 7.7 eV

=====

The energy of each structure relative to the most stable one, in kcal/mol, is as follows: *P* 72.5; *Q* 0.0.

=====

*P*
Below is 2 unconnected molecules or ions with the total composition C3H9O, with properties calculated with wB97M-V/def2-TZVPD.

```
13
C3H9O, DFT wB97M-V/def2-TZVPD
C -2.8296 0.5884 -0.9863
H -2.3474 -0.3733 -1.1490
H -3.4390 0.5119 -0.0808
H -2.1547 1.4303 -0.9779
H -3.5412 0.7412 -1.7977
C 1.5182 0.1400 0.0869
O 0.2792 -0.0653 -0.3277
C 2.0403 -0.9017 1.1331
H 2.3046 0.1245 -0.7393
H 1.8019 1.1329 0.5449
H 1.2342 -0.9837 1.8683
H 2.2616 -1.8685 0.7001
H 2.8719 -0.4768 1.7254
```

Highest occupied orbital energy = -2.091 eV
Net charge = -1
Molecular weight = 61.1 Da
Kohn-Sham gap = 6.5 eV

=====

*Q*
Below is 2 unconnected molecules or ions with the total composition C3H9O, with properties calculated with wB97M-V/def2-TZVPD.

```
13
C3H9O, DFT wB97M-V/def2-TZVPD
O -2.5075 0.2755 0.0764
H -3.3331 0.7162 -0.1687
C 1.5895 0.6100 -0.8255
C 0.4436 -0.2531 -0.3286
C 0.6908 -0.7449 1.0901
H 2.5460 0.0863 -0.7859
H 1.4301 0.9258 -1.8542
H 1.6624 1.5210 -0.2238
H -0.5073 0.2772 -0.3602
H 0.2994 -1.1272 -0.9689
H -0.1231 -1.3808 1.4478
H 0.7445 0.0827 1.7993
H 1.6168 -1.3192 1.1647
```

Highest occupied orbital energy = -2.269 eV
Net charge = -1
Molecular weight = 61.1 Da
Kohn-Sham gap = 6.5 eV

=====

The energy of each structure relative to the most stable one, in kcal/mol, is as follows: *P* 7.6; *Q* 0.0.